No. 1
Molecular formula: C2H10N2O
Method: DFT, wB97M-V/def2-TZVPD

Last column: Löwdin charge in e.
Geometry (Å):
N: 0.1352 1.4047 1.4026  -0.0649
C: -0.2211 -0.1059 1.0156  -0.2551
C: 0.8777 -0.7518 0.1436  -0.3072
N: 0.2147 -1.9648 -0.4253  -0.0388
H: 0.8802 1.7322 0.7279  0.0458
H: 0.6115 1.3942 2.3805  0.0719
H: -0.4364 -0.6003 2.0228  0.1103
H: -1.2140 -0.0885 0.3235  0.1243
H: 1.7521 -0.9473 0.7599  0.0902
H: 1.3188 -0.1588 -0.6610  0.0977
H: 0.2874 -2.8197 0.0848  0.0418
H: 0.5566 -2.2500 -1.3872  0.0832
O: -1.7317 1.8549 -1.7937  -0.0534
H: -0.8202 1.8711 -2.0922  0.0269
H: -2.2108 1.4299 -2.5016  0.0272

The LUMO energy comes out at 0.824 eV. Its total energy is -266.89478 a.u. The HOMO-LUMO gap is 9.8 eV. The structure (SMILES) is NCCN.O. As for the spin multiplicity: 1.

No. 2
Molecular formula: C24H30Br2GaN4OS
Method: DFT, wB97M-V/def2-TZVPD

Last column: Löwdin charge in e.
Geometry (Å):
Ga: 0.1591 -0.1276 0.8971  0.2658
Br: 0.5848 0.2633 3.6657  0.8775
C: 2.4555 0.6190 3.2693  -0.8045
Br: 2.9593 0.0610 1.4784  0.8775
H: 3.0520 0.0493 3.9717  0.0397
H: 2.6097 1.6877 3.3425  0.0332
C: 0.9718 0.0115 -3.3231  0.0195
C: -0.3155 0.1247 -3.8263  0.0318
C: -1.3905 0.1977 -2.9495  0.0497
C: -1.1568 0.1382 -1.5874  -0.1785
N: 0.0981 -0.0102 -1.1117  0.0444
C: 1.1374 -0.0553 -1.9551  -0.0731
C: -2.2279 0.2615 -0.5609  -0.1736
C: -3.5588 0.4778 -0.8693  0.0543
C: -4.4791 0.6332 0.1596  0.0369
C: -4.0464 0.5784 1.4762  0.0244
C: -2.7072 0.3511 1.7182  -0.0676
N: -1.8221 0.1885 0.7255  0.0348
H: 1.8333 -0.0333 -3.9743  0.1391
H: -0.4859 0.1610 -4.8946  0.1428
H: -2.3936 0.2971 -3.3362  0.1308
H: 2.1218 -0.1485 -1.5143  0.1213
H: -3.8877 0.5345 -1.8959  0.1305
H: -5.5237 0.8009 -0.0683  0.1437
H: -4.7308 0.7045 2.3033  0.1397
H: -2.3258 0.2967 2.7297  0.1162
C: 0.2205 4.3231 1.3556  -0.1680
S: -0.1416 2.9411 0.2906  1.0646
O: 0.5609 1.7742 1.0749  -0.6192
C: 0.8768 3.2672 -1.1066  -0.4248
C: 0.2152 3.5907 -2.2859  -0.0799
C: 0.9696 3.9019 -3.4102  -0.0380
C: 2.3551 3.8690 -3.3423  -0.0216
C: 3.0038 3.5298 -2.1557  -0.0302
C: 2.2665 3.2329 -1.0233  -0.0700
H: 1.2942 4.3723 1.5265  0.0797
H: -0.3300 4.1806 2.2835  0.0765
H: -0.1281 5.2202 0.8431  0.0908
H: -0.8677 3.6251 -2.3216  0.1186
H: 0.4761 4.1835 -4.3307  0.1270
H: 2.9410 4.1208 -4.2164  0.1291
H: 4.0847 3.5217 -2.1153  0.1271
H: 2.7623 2.9841 -0.0929  0.1067
C: -1.1150 -2.6382 1.7445  -0.1172
C: -1.1908 -4.1862 1.8314  -0.1148
N: 0.0341 -4.7858 1.3399  -0.1432
C: 0.2573 -4.4098 -0.0430  -0.1136
C: 0.3553 -2.8659 -0.1842  -0.1090
N: 0.2164 -2.2107 1.1699  -0.1884
C: 1.2988 -2.7917 2.0545  -0.1554
C: 1.1492 -4.3325 2.1495  -0.1158
H: -1.2120 -2.1681 2.7256  0.1133
H: -1.8954 -2.2531 1.0927  0.1107
H: -2.0306 -4.5510 1.2411  0.1370
H: -1.3524 -4.4992 2.8618  0.1381
H: -0.5617 -4.7869 -0.6544  0.1368
H: 1.1742 -4.8800 -0.3956  0.1380
H: -0.4424 -2.4865 -0.8204  0.1167
H: 1.3155 -2.5544 -0.5998  0.1221
H: 1.2084 -2.3297 3.0330  0.0763
H: 2.2542 -2.5195 1.6195  0.0678
H: 0.9857 -4.6330 3.1833  0.1379
H: 2.0614 -4.8188 1.8071  0.1379

The LUMO energy comes out at -9.617 eV. Its total energy is -8696.91172 a.u. Its total charge is +3. The HOMO-LUMO gap is 6.9 eV. As for the spin multiplicity: 1.

No. 3
Molecular formula: C4H7Cl2N2P
Method: DFT, wB97M-V/def2-TZVPD

Last column: Löwdin charge in e.
Geometry (Å):
C: 0.8880 -0.4068 0.5145  -0.4987
C: -0.0610 -1.4255 1.0416  -0.6976
C: 2.3332 -0.3935 1.0110  -0.0125
C: -1.1351 1.5643 -1.6406  -0.1020
N: 0.4895 0.4145 -0.3652  0.0469
N: -0.8355 0.4844 -0.7170  -0.5145
P: -1.9133 -0.6577 -0.0693  0.7195
Cl: -3.6654 0.7023 0.1299  -0.0028
Cl: -0.0135 -2.7103 -0.0949  0.6012
H: -0.1637 -1.7351 2.0792  0.0623
H: 2.8757 -0.0224 0.2045  0.0551
H: 2.5968 -1.3828 1.2408  0.0576
H: 2.2449 0.3671 1.8082  0.0999
H: -0.3933 1.4168 -2.3216  0.0470
H: -2.1511 1.2852 -1.8597  0.0157
H: -1.0960 2.4994 -0.9613  0.1228

The LUMO energy comes out at -0.299 eV. Its total energy is -1527.78160 a.u. The HOMO-LUMO gap is 8.1 eV. As for the spin multiplicity: 1.